(i)
C4H5N | ωB97M-V/def2-TZVPD

Last column: Löwdin charge in e.
Element x y z (Å)
C -0.1502 -0.2934 -1.0587  -0.138
C -0.8484 0.6768 -0.2162  -0.219
C 0.7307 -1.0443 -0.5074  -0.262
C -0.4234 1.0278 0.9748  -0.023
N 1.3357 -1.7450 0.2610  0.142
H -0.6456 -0.3340 -2.0979  0.135
H -1.7764 1.1285 -0.6202  0.106
H 0.4062 0.6178 1.4944  0.041
H -1.0989 1.7305 1.5117  0.065
H 2.4703 -1.7646 0.2585  0.152

Results
- SMILES string: C=CC=C=N
- Orbital gap: 9.19 eV
- Net charge: 0
- Lowest unoccupied orbital energy: 1.0 eV


(ii)
C4H5N | ωB97M-V/def2-TZVPD

Last column: Löwdin charge in e.
Element x y z (Å)
C -2.7327 -0.3314 0.0402  0.123
C -1.6274 0.1748 -0.0477  -0.110
C -0.2776 0.6993 -0.0987  -0.401
C 0.8996 -0.3097 0.0519  0.000
N -0.4050 1.9574 0.0106  0.138
H -3.7707 -0.4608 0.1737  0.018
H 1.1942 -0.4386 1.0554  0.070
H 1.7251 0.1174 -0.3771  0.046
H 0.5159 -1.2445 -0.2197  0.062
H 0.5056 2.4033 0.0372  0.054

Results
- SMILES string: [H]/N=C(\C)C#C
- Orbital gap: 10.72 eV
- Net charge: 0
- Lowest unoccupied orbital energy: 0.8 eV


Of them, the most stable is (i) and the least stable is (ii).


(i)
C4H5N | ωB97M-V/def2-TZVPD

Last column: Löwdin charge in e.
Element x y z (Å)
N 0.2694 1.1092 -0.1449  -0.002
C 1.1637 0.0938 0.0767  -0.153
C 0.4696 -1.0840 0.1355  -0.117
C -0.9081 -0.7705 -0.0214  -0.114
C -0.9952 0.5867 -0.2099  -0.145
H 0.5108 2.0646 -0.3476  0.143
H 2.1567 0.2608 0.4521  0.103
H 0.9220 -2.0504 0.3091  0.091
H -1.7428 -1.4446 0.1085  0.089
H -1.8461 1.2345 -0.3580  0.105

Results
- SMILES string: c1cc[nH]c1
- Orbital gap: 9.41 eV
- Net charge: 0
- Lowest unoccupied orbital energy: 1.1 eV


(ii)
C4H5N | ωB97M-V/def2-TZVPD

Last column: Löwdin charge in e.
Element x y z (Å)
N 0.3031 1.0813 -0.0981  0.001
C 1.1627 0.0735 0.2539  -0.156
C 0.4338 -1.0351 0.5828  -0.119
C -0.9354 -0.6794 0.4719  -0.125
C -1.0072 0.6173 0.0376  -0.136
H 0.6765 2.0115 -0.2409  0.144
H 2.2347 0.2188 0.2794  0.107
H 0.8447 -2.0019 0.8275  0.089
H -1.7977 -1.2950 0.6939  0.092
H -1.9202 1.0543 -0.3580  0.104

Results
- SMILES string: c1cc[nH]c1
- Orbital gap: 9.43 eV
- Net charge: 0
- Lowest unoccupied orbital energy: 1.1 eV


Of them, the most stable is (i) and the least stable is (ii).